Computed, not measured: C31H44InN6OS2 as an isolated structure in a non-equilibrium geometry, with ωB97M-V/def2-TZVPD.

The geometry in ORCA input format:
```
! wB97M-V def2-TZVPD RIJCOSX def2/J DEFGRID3
* xyz -1 1
In 0.315 2.044 4.039
S -4.858 0.495 0.929
S -3.155 0.647 3.337
O 1.160 5.397 5.818
N -1.971 -4.123 1.924
N 1.983 3.654 6.984
N 6.177 2.608 -5.171
N 1.941 3.579 -1.560
N -1.656 -7.570 -2.706
N -2.558 1.884 1.001
C -2.086 -8.745 -4.751
C -1.020 3.455 5.222
C -3.061 -6.246 2.142
C -1.244 -8.283 -3.752
C 4.008 2.953 -2.603
C 6.485 2.256 -7.915
C -3.887 -7.714 -3.576
C -3.437 -8.453 -4.657
C 3.896 4.940 -1.289
C -1.642 -5.829 0.269
C -0.806 -0.870 3.280
C 2.559 4.647 -1.061
C -2.308 1.572 -0.413
C -3.491 1.065 1.601
C -2.333 -0.973 3.261
C -0.287 -0.076 4.506
C -2.960 -7.298 -2.633
C -1.421 -4.563 0.794
C -0.429 3.846 6.597
C 5.408 2.967 -7.412
C 4.633 4.072 -2.078
C -4.112 3.878 0.732
C -0.828 1.353 -0.704
C 2.665 2.756 -2.315
C 7.206 1.927 -5.672
C 0.961 4.394 6.408
C -2.480 -6.686 0.963
C 5.302 3.114 -6.037
C 7.407 1.724 -7.029
C -2.782 3.304 1.261
C -2.775 -4.960 2.574
H 1.945 5.296 -0.445
H -1.693 -9.317 -5.580
H 8.262 1.163 -7.379
H -1.026 -0.044 5.307
H -1.962 2.941 5.388
H -1.041 4.622 7.056
H -1.169 -6.135 -0.655
H -4.872 3.764 1.489
H 1.797 2.666 6.837
H -1.208 4.359 4.660
H -2.829 0.694 -0.759
H 7.900 1.525 -4.941
H -4.933 -7.465 -3.464
H -0.786 1.124 -1.771
H -3.267 -6.714 -1.772
H -4.129 -8.796 -5.417
H -4.004 4.916 0.445
H 4.345 5.824 -0.858
H 0.602 -0.568 4.896
H 4.476 3.664 -5.597
H 0.174 2.355 2.292
H -0.235 2.243 -0.556
H 4.550 2.252 -3.221
H -0.437 0.484 -0.195
H -0.383 2.982 7.255
H 2.058 2.332 4.433
H -0.769 -3.858 0.289
H -0.179 -8.490 -3.785
H -0.476 -0.387 2.364
H 4.665 3.398 -8.069
H -3.721 -6.884 2.714
H -4.452 3.276 -0.101
H 5.680 4.261 -2.280
H 2.821 3.852 6.441
H -2.805 3.409 2.342
H -3.210 -4.571 3.489
H 2.133 1.894 -2.706
H -2.589 2.436 -1.008
H -2.718 -1.596 2.464
H -2.677 -7.684 0.589
H 6.605 2.119 -8.982
H -0.436 -1.892 3.358
H -2.603 -1.464 4.190
H -1.922 3.875 0.936
*
```

As for the calculated total energy: -2597.8349 a.u.